Record 1
C4H6Br6CaO3 | ωB97M-V/def2-TZVPD

```
20
Properties=species:S:1:pos:R:3:forces:R:3:lowdin_charge:R:1
Ca -15.0866 -10.9701 27.8303 -0.18 -1.76 0.09 1.472
O -18.1300 -13.6064 28.3248 0.74 0.49 -0.21 -0.485
H -18.0005 -14.5460 28.0905 0.22 0.62 0.06 -0.108
C -9.4689 -14.7665 27.0438 -0.84 -0.26 0.78 -0.030
C -10.7340 -13.8997 27.2554 -2.32 -0.71 0.70 -0.799
O -11.8375 -14.4778 27.5393 0.95 -0.90 -0.52 -0.137
O -10.6765 -12.6744 27.2815 1.33 2.40 -0.55 -0.103
H -9.8310 -15.7688 26.8148 0.34 0.02 -0.26 0.061
H -9.0644 -14.8137 28.0548 0.23 -0.12 0.08 0.066
H -8.6616 -14.4191 26.3990 -0.48 0.24 -0.19 0.063
C -9.8259 -5.8622 28.9034 -0.11 1.67 1.08 -1.462
Br -11.1328 -6.2326 30.3309 0.70 -0.18 -0.42 0.490
Br -8.2860 -4.7396 29.7071 -1.27 -1.44 -0.82 0.464
Br -10.7390 -4.7194 27.6214 0.42 -0.50 -0.02 0.519
H -9.5110 -6.8036 28.4532 0.26 0.41 0.18 -0.011
C -14.1800 -18.0736 22.9781 -0.91 0.55 0.43 -1.605
Br -14.2589 -19.4932 24.3222 -0.02 0.39 -0.77 0.553
Br -15.7484 -18.0223 21.7462 0.90 -0.37 0.52 0.506
Br -12.4919 -17.9328 22.0987 -0.17 -0.23 -0.09 0.586
H -14.3236 -17.1478 23.5351 0.20 -0.34 -0.08 -0.041
```
Positions in Å, forces in eV/Å.

Computed properties:
Charge: 0
Energy relative to the best compared isomer or geometry (same formula, charge and spin): 916.15 kJ/mol
HOMO level: -0.2630 Ha
HOMO-LUMO gap: 2.8330 eV

***

Record 2
C4H6BrClO2 | ωB97M-V/def2-TZVPD

```
14
Properties=species:S:1:pos:R:3:forces:R:3:lowdin_charge:R:1
C 1.4053 -0.7998 0.2027 2.14 0.62 -0.41 -0.098
C 1.0786 0.1805 1.3262 -1.03 -0.81 -0.54 -0.135
C 0.0792 0.7813 -0.6735 -1.80 -1.99 2.79 -0.203
C -2.0937 -0.2213 -0.8112 3.56 1.44 -0.01 -1.177
O 1.1204 -0.0148 -0.9975 -1.62 0.05 0.14 -0.029
O 0.0884 1.0067 0.7226 0.10 0.60 -1.54 -0.121
Cl -2.3518 -0.7545 -2.4072 -0.36 -0.20 -0.87 0.515
Br -2.8489 1.3887 -0.2714 -1.13 0.93 0.10 0.649
H 2.4784 -0.8338 0.0958 0.47 -0.64 0.31 0.118
H 1.0479 -1.8538 0.2566 -0.59 1.12 -0.36 0.145
H 0.6330 -0.3357 2.1534 -0.39 -0.24 0.53 0.118
H 1.8988 0.7643 1.7277 0.31 0.20 -0.42 0.126
H -0.2378 1.6623 -1.2289 0.35 -0.33 -0.35 0.119
H -2.2977 -0.9701 -0.0953 -0.03 -0.75 0.64 -0.027
```
Positions in Å, forces in eV/Å.

Computed properties:
Charge: 0
Energy relative to the best compared isomer or geometry (same formula, charge and spin): 317.64 kJ/mol
HOMO level: -0.2766 Ha
HOMO-LUMO gap: 8.2190 eV

***

Record 3
C4H6BrFNO | ωB97M-V/def2-TZVPD

```
14
Properties=species:S:1:pos:R:3:forces:R:3:lowdin_charge:R:1
C -1.2243 -0.4736 -0.6549 -0.36 0.67 -0.82 -0.486
C -1.4898 1.7881 -0.0385 -0.30 -5.14 -0.55 -0.148
C 0.5840 0.9149 -0.0503 3.36 1.61 -3.11 -0.129
C 0.9959 -1.4619 0.0358 1.46 -0.95 -4.63 -0.028
N -0.0373 -0.4291 0.2195 2.06 2.81 3.74 -0.339
O -0.2711 2.0274 0.2373 -0.29 1.34 0.71 0.074
F -2.3686 2.6687 0.0049 0.35 1.77 0.34 0.261
Br -2.3691 -1.6521 0.1393 -0.96 -0.36 0.40 0.830
H 1.6092 1.1646 0.4902 -2.41 -1.04 -0.76 0.204
H 0.7678 1.0536 -1.2322 -0.27 -0.97 2.72 0.204
H 1.9490 -1.3764 0.5484 -0.32 0.96 0.53 0.113
H 0.7339 -2.5099 0.1281 -1.11 0.22 0.44 0.102
H 1.2295 -1.3640 -1.1039 -0.12 -0.32 1.87 0.150
H -0.1091 -0.3504 1.2765 -1.11 -0.62 -0.88 0.193
```
Positions in Å, forces in eV/Å.

Computed properties:
Charge: +1
HOMO level: -0.4877 Ha
HOMO-LUMO gap: 8.3948 eV

***

Record 4
C4H6BrN | ωB97M-V/def2-TZVPD

```
12
Properties=species:S:1:pos:R:3:forces:R:3:lowdin_charge:R:1
C -1.1077 -0.4479 -0.0027 0.49 -2.32 0.07 -0.098
C 0.4039 -0.5807 0.0207 -0.40 0.65 -1.71 -0.297
C 1.4390 0.0636 -0.5278 -1.99 0.05 0.30 -0.646
Br 3.1638 -0.5951 -0.1685 0.30 0.23 -0.28 0.655
H -1.3735 0.0289 0.9260 -0.58 -0.03 0.36 0.060
H -1.6530 -1.5052 -0.1604 1.43 2.30 0.71 0.125
H -1.4137 0.1330 -0.8034 -0.78 1.42 -1.45 0.029
H 0.6307 -1.4946 0.4092 1.05 -2.28 1.69 0.036
H 1.2972 0.9617 -1.1282 0.59 -0.18 0.23 0.043
C 1.0231 3.6030 0.7277 0.06 -0.70 0.24 -0.051
N 0.3968 2.6329 0.7129 0.42 1.30 -0.03 0.079
H 1.7094 4.4418 0.8079 -0.57 -0.44 -0.15 0.065
```
Positions in Å, forces in eV/Å.

Computed properties:
Charge: 0
SMILES: C/C=C/Br.C#N
Energy relative to the best compared isomer or geometry (same formula, charge and spin): 122.01 kJ/mol
HOMO level: -0.3248 Ha
HOMO-LUMO gap: 9.7360 eV

***

Record 5
C4H6BrN3 | ωB97M-V/def2-TZVPD

```
14
Properties=species:S:1:pos:R:3:forces:R:3:lowdin_charge:R:1
C -0.1236 -2.1618 -0.1521 -1.96 -1.25 0.69 -0.051
N 0.0747 -0.7434 -0.0899 -1.29 -1.36 1.05 -0.244
C 1.3082 -0.2706 0.0098 2.65 -1.32 0.81 -0.198
N 1.3681 1.0417 0.2588 2.60 -1.46 -0.56 0.090
C 0.1968 1.4966 0.2519 -5.79 -2.75 -0.56 -0.378
N -0.1220 2.8160 0.2056 -0.73 -0.28 1.10 0.105
C -0.9032 0.1757 0.0116 5.31 5.31 0.26 -0.679
Br -2.6707 0.0809 0.3718 -0.91 -0.47 0.11 0.757
H -0.6424 -2.7049 0.7612 1.47 1.50 -1.45 0.140
H -0.7871 -2.3687 -0.9821 -0.22 -0.10 -0.26 0.083
H 0.8302 -2.5294 -0.4348 0.71 -1.01 0.21 0.065
H 2.1937 -1.0194 0.1138 -1.81 1.73 -0.44 0.156
H -1.1175 2.9106 0.1727 -0.29 0.62 -0.26 0.072
H 0.3947 3.2769 -0.4982 0.28 0.85 -0.71 0.081
```
Positions in Å, forces in eV/Å.

Computed properties:
Charge: 0
SMILES: Cn1cnc(N)c1Br
Energy relative to the best compared isomer or geometry (same formula, charge and spin): 173.87 kJ/mol
HOMO level: -0.2589 Ha
HOMO-LUMO gap: 7.7236 eV

***

Record 6
C4H6BrN3 | ωB97M-V/def2-TZVPD

```
14
Properties=species:S:1:pos:R:3:forces:R:3:lowdin_charge:R:1
N -0.7623 -1.6862 -0.6472 -0.01 0.00 -0.06 0.056
N -0.5970 -0.8995 0.5405 0.16 -0.48 -0.36 -0.209
C -1.2319 0.3712 0.4626 -0.17 0.34 0.02 -0.115
C -0.5653 1.4714 0.0898 -0.08 -0.30 0.09 -0.094
C 0.8380 1.3805 -0.2338 0.28 -0.24 -0.04 -0.152
C 1.4578 0.2445 0.1291 0.16 0.29 -0.17 -0.747
Br 3.3084 -0.0740 -0.1928 -0.42 0.02 0.13 0.724
N 0.7730 -0.7172 0.8286 0.24 -0.12 0.19 -0.024
H -0.9352 -1.1268 -1.4811 0.00 0.10 0.19 0.079
H -1.5225 -2.3411 -0.5088 0.06 0.13 0.08 0.074
H -2.2918 0.3462 0.6614 -0.10 0.06 0.05 0.100
H -1.0573 2.4283 0.0257 -0.17 0.06 0.01 0.099
H 1.3452 2.1829 -0.7370 0.15 0.01 -0.09 0.092
H 1.2410 -1.5801 1.0631 -0.11 0.13 -0.03 0.117
```
Positions in Å, forces in eV/Å.

Computed properties:
Charge: 0
SMILES: NN1C=CC=C(Br)N1
Energy relative to the best compared isomer or geometry (same formula, charge and spin): 195.09 kJ/mol
HOMO level: -0.2870 Ha
HOMO-LUMO gap: 8.7180 eV

***

Record 7
C4H6BrN3O | ωB97M-V/def2-TZVPD

```
15
Properties=species:S:1:pos:R:3:forces:R:3:lowdin_charge:R:1
C 1.4227 0.4318 0.2595 -0.42 3.79 0.77 -0.409
C 1.6637 1.8093 0.2134 1.13 -1.68 0.35 -0.394
C 0.3578 0.1456 -0.7795 -0.49 -2.43 2.74 -0.443
C -2.0023 -0.5271 -1.2580 1.67 -0.02 -0.52 0.005
N -1.0693 -0.4404 1.0317 1.06 0.38 0.91 0.111
N -0.8601 -0.3881 -0.2494 -0.43 0.45 -2.64 -0.192
N 1.6278 -0.2557 1.4100 0.44 -3.87 -0.97 0.076
O 0.5429 0.2128 -1.9425 0.10 0.61 -2.20 0.123
Br 3.2392 2.4361 1.1118 -0.78 0.01 -0.41 0.616
H -1.6360 -1.0232 -2.2162 -0.42 0.31 1.54 0.103
H -2.8005 -1.0842 -0.7517 0.22 0.28 -0.37 0.080
H -2.2732 0.4880 -1.5824 -0.31 -0.33 0.36 0.090
H -2.0229 -0.6432 1.1719 -1.54 -0.41 0.17 0.028
H 2.0279 0.1482 2.2212 0.51 0.71 0.22 0.057
H 1.7824 -1.3100 1.3601 -0.73 2.20 0.05 0.149
```
Positions in Å, forces in eV/Å.

Computed properties:
Charge: 0
Energy relative to the best compared isomer or geometry (same formula, charge and spin): 407.22 kJ/mol
HOMO level (alpha / beta): -0.3102 / -0.2931 Ha
HOMO-LUMO gap (alpha / beta): 8.3041 / 6.6332 eV

***

Record 8
C4H6BrNO | ωB97M-V/def2-TZVPD

```
13
Properties=species:S:1:pos:R:3:forces:R:3:lowdin_charge:R:1
C -0.6812 -1.8055 -0.2819 -3.28 0.05 -0.04 -0.119
O -0.5505 -0.4698 -0.7419 0.00 0.94 -0.05 -0.213
C -0.2966 0.5236 0.2887 4.30 -2.74 -2.25 -0.297
C -1.0913 1.6367 0.0799 -0.96 0.92 0.19 -0.223
N -1.7411 2.5690 0.0572 -0.79 1.32 -0.28 0.191
C 1.4379 1.0742 -0.0108 -4.20 -1.36 -1.10 -0.539
Br 2.4721 -0.4551 0.1557 1.11 -0.70 0.62 0.743
H 0.1538 -2.0253 0.2655 2.11 -0.96 1.54 -0.004
H -0.7907 -2.5953 -1.0909 0.02 1.57 0.60 0.117
H -1.5990 -1.8303 0.4119 1.13 -0.39 -0.98 0.116
H -0.4293 0.0800 1.2861 0.42 0.34 -0.16 0.149
H 1.5150 1.8910 0.6242 0.96 1.08 1.62 0.026
H 1.6010 1.4070 -1.0436 -0.81 -0.08 0.29 0.055
```
Positions in Å, forces in eV/Å.

Computed properties:
Charge: 0
SMILES: CO[C@H](C#N)CBr
Energy relative to the best compared isomer or geometry (same formula, charge and spin): 200.24 kJ/mol
HOMO level: -0.3641 Ha
HOMO-LUMO gap: 10.5985 eV

***

It is found that the electronic energy values, taken in the order of the records, are -449073.075, -90901.430, -80528.843, -75775.656, -78755.671, -78755.451, -80799.884, -77822.749 eV.